Entry 1:
The following is a quantum chemistry calculation of C33H44OPPdSb3 as an isolated structure, from OMol25.

- Energy: -69351.501 eV
- Frontier orbital gap: 0.2552 Ha
- ΔE to the lowest compared entry with this formula, charge and spin: 0.0 kcal per mole
- Charge: +2
- LUMO level: -6.51 eV

```
83
C33H44OPPdSb3, DFT ωB97M-V/def2-TZVPD
Pd -0.08170 -0.61966 0.26433
C -1.09738 -4.21225 0.96924
Sb 0.38384 -2.80355 1.54898
C 2.21923 -3.78257 1.14645
C 0.22836 -2.84489 3.67877
C 1.45887 -2.30684 4.36707
C 2.42823 -3.20154 4.80778
C 3.58082 -2.77130 5.45383
C 3.77296 -1.41962 5.67884
C 2.81270 -0.51805 5.24838
C 1.65964 -0.93736 4.58958
C 0.68372 0.10285 4.11446
Sb 1.10124 0.62956 2.07457
C 3.12251 0.05082 1.81405
C 1.23935 2.74603 2.08220
H -0.85378 -5.17544 1.41372
H -1.12067 -4.30517 -0.11461
H -2.06943 -3.87544 1.32389
H 2.85716 -3.73186 2.02756
H 2.70862 -3.29534 0.30569
H 2.01316 -4.82312 0.90291
H 0.06024 -3.88372 3.96307
H -0.67494 -2.29258 3.93697
H 2.26964 -4.26496 4.66437
H 4.31014 -3.49399 5.79317
H 4.65461 -1.06772 6.19650
H 2.95600 0.53996 5.44241
H 0.78651 1.02928 4.67864
H -0.35904 -0.20221 4.16833
H 3.75566 0.77221 2.32742
H 3.36327 0.02452 0.75337
H 3.27320 -0.93361 2.25649
H 1.99050 2.98931 2.83349
H 0.28452 3.19199 2.34810
H 1.55823 3.12118 1.11217
C 1.42809 -1.06581 -4.20695
P 0.55645 -2.09553 -3.03069
C 1.23783 -3.75065 -3.16711
C -1.14530 -2.19831 -3.59125
O 0.70797 -1.56339 -1.61872
H 1.35339 -1.48456 -5.21089
H 2.47746 -1.00480 -3.91941
H 0.99747 -0.06436 -4.20205
H 1.15270 -4.11742 -4.19012
H 0.69906 -4.42831 -2.50443
H 2.28985 -3.73338 -2.88226
H -1.17067 -2.58018 -4.61189
H -1.60618 -1.20830 -3.57362
H -1.71182 -2.87535 -2.95128
C -1.83601 5.63162 1.50691
C -1.15956 5.67730 0.29826
C -0.91849 4.50720 -0.41295
C -1.35508 3.29555 0.10413
C -2.04216 3.24579 1.31583
C -2.28550 4.41783 2.01461
Sb -0.99556 1.48176 -0.89836
C -2.94922 0.83469 -1.36207
C -3.95221 1.77349 -1.58078
C -5.24777 1.34197 -1.82527
C -5.54176 -0.01559 -1.83431
C -4.54363 -0.95030 -1.60192
C -3.24426 -0.52743 -1.36381
C -0.13951 2.05047 -2.74570
C 1.17793 2.49687 -2.79954
C 1.72895 2.87081 -4.01655
C 0.96948 2.79003 -5.17658
C -0.34223 2.34147 -5.12273
C -0.90221 1.97093 -3.90642
H -2.02425 6.54584 2.05380
H -0.82300 6.62506 -0.10072
H -0.39605 4.55201 -1.36171
H -2.40295 2.30050 1.71139
H -2.82951 4.38725 2.94958
H -3.73155 2.83448 -1.55840
H -6.02996 2.06745 -2.00527
H -6.55514 -0.34473 -2.02027
H -4.77991 -2.00656 -1.60193
H -2.45409 -1.25684 -1.19174
H 1.78271 2.55992 -1.90093
H 2.74930 3.22807 -4.06016
H 1.40072 3.08233 -6.12462
H -0.93641 2.28865 -6.02549
H -1.93343 1.63752 -3.86784
```

Mulliken population analysis, charges in e, atoms 1 to 5:
1 Pd -0.29
2 C -1.27
3 Sb 1.02
4 C -1.35
5 C -1.54

Entry 2:
The following is a quantum chemistry calculation of a 3-piece molecular cluster, C33H45BF4N2O5Si overall at a distorted geometry, from OMol25.

- Energy: -67587.668 eV
- Frontier orbital gap: 0.3358 Ha
- ΔE to the lowest compared entry with this formula, charge and spin: 119.8 kcal per mole
- Charge: 0
- LUMO level: 0.38 eV

```
91
C33H45BF4N2O5Si, DFT ωB97M-V/def2-TZVPD
C -5.24881 -1.84550 -0.65138
C -5.28842 -2.87705 0.57873
O -3.97771 -3.32163 1.02827
B -3.62813 -2.78369 2.32159
O -4.14650 -3.46037 3.48244
C -2.64605 -1.45765 2.35545
C -1.33825 -1.90165 1.55799
F -1.13447 -3.33309 1.67223
F -0.14330 -1.32084 2.14779
C -1.31220 -1.50374 0.01346
C -1.13274 0.07671 -0.22249
Si -0.31769 0.55070 -1.88846
C -1.43081 0.13894 -3.41565
C -0.10732 2.48355 -1.84057
C 1.44521 -0.15223 -2.14421
C 1.79102 -1.23453 -3.23194
C 3.22756 -1.77779 -3.47624
C 4.41759 -1.23460 -2.62560
C 4.12610 -0.18818 -1.51805
C 2.68302 0.33333 -1.30036
O -3.53308 -0.44204 1.77254
C -4.57616 -0.39328 2.78581
O -5.79590 -0.23577 2.65487
O -3.88483 -0.51130 4.05026
C -2.43907 -0.71890 3.78726
C -1.92097 -1.63864 5.01524
C -0.35568 -1.46479 5.34170
C -0.07131 -0.76475 6.78584
N -0.40684 0.69510 6.76914
C -1.87520 0.77867 3.65713
N -2.80934 1.83020 4.19344
C -2.04198 3.13988 4.21520
H -4.89990 -2.39262 -1.60792
H -6.28352 -1.39692 -0.87716
H -4.53232 -0.97025 -0.50975
H -5.90521 -2.52338 1.47094
H -5.82772 -3.81953 0.17875
H -3.64498 -4.30079 3.57865
H -2.33465 -1.82846 -0.41786
H -0.52240 -2.14061 -0.54041
H -2.20354 0.51945 -0.25266
H -0.60155 0.60972 0.63477
H -2.48873 -0.02961 -3.00138
H -1.03142 -0.83355 -3.86816
H -1.37036 1.00663 -4.15648
H 0.57912 2.84065 -2.69564
H -1.10383 3.03697 -1.81164
H 0.50355 2.68081 -0.87531
H 0.96493 -1.65875 -3.89298
H 3.44090 -2.54548 -4.29785
H 5.46430 -1.63366 -2.84079
H 5.03304 0.19399 -0.90341
H 2.53121 1.12565 -0.49462
H -2.08083 -2.76323 4.80703
H -2.51586 -1.43742 5.98514
H 0.15406 -2.49881 5.34015
H 0.22116 -0.83371 4.58002
H 1.07835 -0.81280 6.90792
H -0.53480 -1.33672 7.65549
H 0.24503 1.22260 6.16736
H -1.37733 0.83538 6.44750
H -0.87870 0.95186 4.21136
H -1.65577 1.09262 2.56201
H -3.56592 2.02650 3.50643
H -1.68809 3.31564 3.12658
H -1.19220 3.13996 4.97171
H -2.81978 3.97275 4.40652
F -0.98467 3.11439 -5.36560
C -1.38274 2.98046 -6.64118
C -0.52924 2.39357 -7.56203
C -0.94343 2.25015 -8.88219
C -2.20202 2.70502 -9.26831
C -3.04854 3.29732 -8.33561
C -2.63938 3.43111 -7.01296
H 0.44962 2.05316 -7.24469
H -0.28655 1.78536 -9.60946
H -2.52259 2.59668 -10.29950
H -4.02683 3.65475 -8.63874
H -3.28869 3.88170 -6.27150
F 6.28973 0.65754 0.78295
C 7.56175 0.22956 0.71549
C 8.58768 1.08257 1.09013
C 9.90387 0.63738 1.02485
C 10.17928 -0.65196 0.57550
C 9.14081 -1.49794 0.19720
C 7.82366 -1.05722 0.27263
H 8.35445 2.08511 1.42935
H 10.71410 1.29396 1.32289
H 11.20681 -0.99691 0.52076
H 9.35714 -2.50038 -0.15636
H 7.00180 -1.70532 -0.00937
```

Mulliken population analysis, charges in e, atoms 1 to 5:
1 C -0.77
2 C -0.23
3 O -0.52
4 B 0.51
5 O -0.53

Entry 3:
The following is a quantum chemistry calculation of a 4-piece molecular cluster, C33H45ClF9N2O7PS overall at a distorted geometry, from OMol25.

- Energy: -109369.325 eV
- Frontier orbital gap: 0.2812 Ha
- Charge: 0
- LUMO level: -0.65 eV

```
99
C33H45ClF9N2O7PS, DFT ωB97M-V/def2-TZVPD
C -1.49654 7.51556 -2.29031
C -2.55003 7.01651 -1.28919
C -3.25612 5.70388 -1.68718
C -2.91947 4.53359 -0.74969
C -1.58895 3.89469 -1.17486
C -0.83895 3.21964 -0.03010
C -1.23582 1.76924 0.25839
C -1.34388 0.85538 -0.96987
C -0.67634 -0.51182 -0.75527
C 0.78862 -0.48572 -1.12361
C 1.53845 -1.80992 -0.89292
C 1.48747 -2.76022 -2.05718
C 0.30986 -3.40740 -2.37644
C 0.24483 -4.31519 -3.45169
C 1.36211 -4.56082 -4.21139
P 1.26579 -5.69394 -5.61523
S 1.41126 -4.90400 -7.39202
C 2.59493 -3.93945 -3.90480
N 3.70022 -4.25087 -4.64932
C 4.79453 -3.65216 -4.29136
C 4.86304 -2.73043 -3.22117
C 6.17714 -2.09080 -2.88589
C 6.64033 -1.26704 -4.07054
O 5.98684 -0.44165 -4.57682
Cl 8.25676 -1.64602 -4.68128
N 3.82503 -2.41514 -2.50523
C 2.64808 -3.03582 -2.83076
H -1.55180 6.98607 -3.23655
H -1.62301 8.57228 -2.50514
H -0.48905 7.37285 -1.90958
H -3.31118 7.79011 -1.22272
H -2.12075 6.93261 -0.29587
H -4.32883 5.83714 -1.78514
H -2.88471 5.42920 -2.67283
H -2.82253 4.87732 0.27572
H -3.73723 3.82118 -0.82245
H -0.96083 4.69424 -1.56538
H -1.78265 3.23400 -2.01528
H -1.01821 3.81584 0.86144
H 0.23681 3.26204 -0.20265
H -2.19214 1.78484 0.78295
H -0.51488 1.34438 0.95392
H -2.38193 0.72590 -1.25118
H -0.84311 1.34230 -1.80667
H -1.23406 -1.22612 -1.35221
H -0.81854 -0.76908 0.29232
H 1.26349 0.25382 -0.47766
H 0.91007 -0.12173 -2.14057
H 1.08892 -2.30555 -0.03596
H 2.56469 -1.58120 -0.63852
H -0.57013 -3.24214 -1.77752
H -0.69784 -4.79921 -3.65347
H 0.05769 -6.38106 -5.42447
H 2.30812 -6.60880 -5.40190
H 5.69827 -3.87486 -4.84575
H 6.08360 -1.46962 -2.00681
H 6.91558 -2.87573 -2.74874
C -2.85436 4.79728 5.77979
C -3.07943 3.33852 5.44771
O -4.22372 3.16891 4.58789
C -4.01786 3.39007 3.29945
O -2.99032 3.71156 2.78085
C -5.31608 3.12961 2.51549
F -6.37190 3.68932 3.11767
F -5.53929 1.81070 2.42781
F -5.21890 3.62196 1.28621
H -3.75506 5.23207 6.21394
H -2.03761 4.89731 6.49343
H -2.60495 5.36983 4.88720
H -3.31013 2.77084 6.34628
H -2.20185 2.89004 4.98418
C 6.17215 -0.87433 1.17885
C 5.64583 -2.08531 1.91718
O 5.13383 -1.72544 3.21408
C 3.90452 -1.23120 3.23117
O 3.18625 -1.05973 2.29220
C 3.48828 -0.93447 4.68271
F 4.46198 -0.30334 5.34656
F 3.22129 -2.08303 5.32025
F 2.39806 -0.17605 4.70907
H 6.92402 -0.35484 1.77335
H 6.62323 -1.17777 0.23520
H 5.37268 -0.16495 0.96670
H 6.44619 -2.79669 2.10845
H 4.87254 -2.59869 1.34647
C -2.28002 -5.36552 2.91903
C -3.57091 -5.45227 2.13476
O -4.10333 -4.14116 1.85934
C -3.56965 -3.50058 0.83331
O -2.69923 -3.89325 0.11298
C -4.26306 -2.13907 0.65260
F -4.40367 -1.50256 1.82020
F -5.48085 -2.30951 0.12096
F -3.54727 -1.37424 -0.16313
H -2.42747 -4.78809 3.83197
H -1.93703 -6.36388 3.18730
H -1.49877 -4.87637 2.33820
H -4.34001 -5.95726 2.71452
H -3.44111 -5.99947 1.20222
```

Mulliken population analysis, charges in e, atoms 1 to 5:
1 C -1.18
2 C -0.43
3 C -1.00
4 C -0.14
5 C -0.54

Entry 4:
The following is a quantum chemistry calculation of a 6-piece molecular cluster, C33H45F3N2O15PS overall at a distorted geometry, from OMol25.

- Energy: -96908.593 eV
- Frontier orbital gap: 0.2758 Ha
- Charge: +1
- LUMO level: -4.13 eV

```
100
C33H45F3N2O15PS, DFT ωB97M-V/def2-TZVPD
F -2.82503 -2.02812 5.59658
C -2.45916 -2.05689 4.21756
F -3.52023 -2.16095 3.30597
C -1.07334 -2.02184 3.90391
F -0.16296 -1.87674 5.00592
C -0.41744 -2.17271 2.46278
C -1.09568 -1.28049 1.31645
C -0.33135 0.11864 1.06610
N 0.56043 0.71694 1.85354
C 0.97454 2.03196 1.22267
C -0.14730 2.44144 0.14885
C -1.44874 3.22802 0.63495
C -2.89066 3.00815 0.03660
C -4.00001 3.88980 0.63286
N -3.96856 4.85604 1.66473
C -2.70167 5.06644 2.26481
C -1.46646 4.30268 1.76831
C -0.60489 0.95395 -0.26472
P 0.73577 0.43260 -1.51070
S 1.50257 -1.29486 -1.03948
H 0.69444 -1.87144 2.55544
H -0.45258 -3.28451 2.18132
H -1.20342 -1.87572 0.33334
H -2.16678 -0.98678 1.61381
H 0.90310 0.32939 2.75162
H 0.81302 2.77006 2.09906
H 2.06578 2.14824 0.91430
H 0.34354 3.12370 -0.63005
H -3.07740 2.26817 -0.81384
H -5.05032 3.71765 0.15961
H -2.63415 5.85799 3.09694
H -0.46327 4.54432 2.27502
H -1.56933 0.80306 -0.84931
H 1.81177 1.40647 -1.48922
H 0.23107 0.37077 -2.84903
C 4.03034 1.83027 -5.61420
C 3.58141 3.08241 -4.89152
C 4.27276 3.29547 -3.57876
O 3.29476 4.01309 -2.82720
C 2.08145 3.66184 -3.33120
O 1.02704 3.91811 -2.80650
O 2.21149 2.98052 -4.50054
H 3.56485 1.77743 -6.60186
H 5.11452 1.81115 -5.74167
H 3.71883 0.93159 -5.07459
H 3.68528 3.95501 -5.54579
H 5.18680 3.88223 -3.68255
H 4.50486 2.36844 -3.05163
C 1.92075 -6.21157 -1.50626
C 3.08171 -5.95245 -2.44313
C 4.30327 -5.42038 -1.75193
O 4.92369 -4.64562 -2.77102
C 3.93185 -4.24153 -3.61321
O 4.06431 -3.40949 -4.46374
O 2.76920 -4.90487 -3.35856
H 1.09725 -6.68433 -2.04755
H 2.21208 -6.86545 -0.68139
H 1.52868 -5.27554 -1.09846
H 3.31023 -6.85447 -3.02144
H 4.96858 -6.21737 -1.41457
H 4.07573 -4.76454 -0.90534
C -10.74270 3.19676 -1.32927
C -9.24513 3.18680 -1.55048
C -8.45127 3.12641 -0.27775
O -7.24577 3.79580 -0.63205
C -7.56259 4.66286 -1.63690
O -6.83762 5.52687 -2.03507
O -8.81012 4.41807 -2.12316
H -11.26587 3.14543 -2.28748
H -11.06067 2.35050 -0.71625
H -11.06262 4.12557 -0.84920
H -8.96853 2.37587 -2.23357
H -8.24546 2.10043 0.03357
H -8.91641 3.66374 0.55445
C 7.04861 4.50612 0.54913
C 6.73977 3.06594 0.19894
C 7.95193 2.18135 0.17266
O 7.58993 1.18780 -0.78022
C 6.69256 1.76455 -1.62435
O 6.33294 1.28312 -2.66181
O 6.25841 2.96224 -1.13967
H 6.12209 5.07825 0.64560
H 7.59865 4.57823 1.48989
H 7.63019 4.98668 -0.24215
H 5.96966 2.66960 0.87051
H 8.15495 1.72786 1.14452
H 8.85568 2.68841 -0.17894
C -3.59275 -7.12788 5.08843
C -2.12781 -7.02275 4.72158
C -1.61375 -5.61311 4.70332
O -0.57026 -5.67803 3.73729
C -0.88944 -6.69147 2.88374
O -0.34025 -6.89158 1.83832
O -1.91237 -7.44273 3.37399
H -3.88489 -8.17721 5.17752
H -3.80274 -6.62905 6.03714
H -4.22508 -6.69370 4.30903
H -1.52652 -7.65979 5.37938
H -1.22118 -5.30523 5.67436
H -2.35032 -4.87627 4.36735
```

Mulliken population analysis, charges in e, atoms 1 to 5:
1 F -0.23
2 C 0.30
3 F -0.22
4 C 0.43
5 F -0.34

Entry 5:
The following is a quantum chemistry calculation of C33H45MgN5S as an isolated structure at a distorted geometry, from OMol25.

- Energy: -58679.102 eV
- Frontier orbital gap (spin up / spin down): 0.0519 / 0.0519 Ha
- ΔE to the lowest compared entry with this formula, charge and spin: 0.0 kcal per mole
- Charge: -2
- LUMO level (spin up / spin down): 4.01 / 4.01 eV

```
85
C33H45MgN5S, DFT ωB97M-V/def2-TZVPD
Mg -0.58989 -0.29640 0.31341
N -2.31486 -0.72803 1.46079
N -3.12915 0.67344 -1.07265
C 0.97262 -0.93616 -2.29244
C -0.25635 -1.61731 -2.51937
C -0.56132 -2.38276 -1.37095
C -1.68752 -3.32622 -1.18714
H -2.38669 -3.27312 -2.03005
H -2.25233 -3.09771 -0.27041
H -1.32952 -4.36585 -1.10716
C 0.50564 -2.21050 -0.43013
C 0.79171 -3.12143 0.70640
H 1.29952 -4.04551 0.37126
H -0.13225 -3.43127 1.21864
H 1.45924 -2.63426 1.42816
C 1.45083 -1.29335 -1.00585
C 2.77853 -0.99069 -0.42947
H 2.68695 -0.55634 0.57932
H 3.31674 -0.27132 -1.05795
H 3.39211 -1.90282 -0.34337
C -1.05615 -1.62785 -3.76417
H -1.31652 -2.65881 -4.04681
H -0.49912 -1.17985 -4.59250
H -2.00565 -1.08387 -3.64470
C 1.71448 -0.08118 -3.24186
H 1.64459 0.97508 -2.93966
H 1.31475 -0.16531 -4.25826
H 2.77924 -0.35219 -3.25861
C -2.18448 -1.00253 2.78495
H -1.17582 -1.19137 3.16100
C -3.25564 -1.02221 3.68007
H -3.04515 -1.27191 4.72213
C -4.54252 -0.69990 3.21954
H -5.37680 -0.59806 3.91572
C -4.71196 -0.50083 1.86322
H -5.67130 -0.23984 1.41641
C -3.58535 -0.52849 0.98724
C -3.85448 -0.23810 -0.36316
H -4.89054 -0.27580 -0.69747
C -1.75461 0.97815 -1.02236
C -3.80395 1.50678 -1.96937
H -4.85091 1.38519 -2.17694
C -2.90085 2.35078 -2.45004
H -3.04503 3.18517 -3.10833
N -1.64316 1.95281 -1.99226
C -0.48349 2.44794 -2.65820
C -0.49061 2.45143 -4.07291
C 0.54817 3.08988 -4.75742
H 0.52089 3.11057 -5.84947
C 1.59610 3.71246 -4.07735
C 2.67840 4.42329 -4.83582
H 3.66399 3.99082 -4.61913
H 2.71664 5.48932 -4.57310
H 2.49717 4.33746 -5.91178
C 1.60652 3.67237 -2.68150
H 2.42796 4.14549 -2.13168
C 0.55690 3.08665 -1.95532
C 0.53373 3.21652 -0.46825
H -0.33364 3.78298 -0.09477
H 1.44486 3.74538 -0.15338
H 0.54945 2.23530 0.03246
C -1.52357 1.76479 -4.89990
H -2.52687 2.18582 -4.79134
H -1.57441 0.68203 -4.72992
H -1.23701 1.91314 -5.94657
C 1.26802 -3.76543 4.29844
C 1.75510 -2.34818 4.56099
N 1.10651 -1.41053 3.64114
C 1.53269 -0.15747 3.40325
S 0.97463 0.76587 2.06668
N 2.45688 0.38144 4.25352
C 2.18846 0.46587 5.71750
C 3.47879 0.24696 6.47695
H 0.19959 -3.85836 4.53717
H 1.81726 -4.44851 4.95666
H 1.43623 -4.08593 3.26135
H 1.50836 -2.06553 5.59435
H 2.84970 -2.27390 4.45991
H 0.54927 -1.82083 2.88935
H 2.78537 1.28759 3.90876
H 1.79850 1.47408 5.92675
H 1.41903 -0.26098 5.99872
H 4.20391 1.04059 6.26427
H 3.26187 0.25622 7.54876
H 3.94158 -0.71486 6.22605
```

Mulliken population analysis, charges in e, atoms 1 to 5:
1 Mg -0.82
2 N -0.47
3 N 0.60
4 C 0.48
5 C 0.90